Record 1
{
  "formula": "C17H28F16N9O10PS2",
  "method": "ωB97M-V/def2-TZVPD",
  "smiles": "CP(C)[C@]1(COC(F)(F)F)OS(=O)(=O)O[C@@]1(CCC(F)(F)C(F)(F)C(F)(F)C(F)(F)S(F)(F)(F)(F)F)OC#N.NC(N)=O.NC(N)=O.NC(N)=O.NC(N)=O",
  "gap_ha": 0.2325,
  "lumo_energy_ha": -0.10714,
  "homo_energy_ev": -9.241,
  "total_energy_ev": -126393.189,
  "symbols": ["C", "P", "C", "C", "C", "O", "C", "F", "F", "F", "O", "S", "O", "O", "O", "C", "C", "C", "C", "F", "F", "C", "F", "F", "C", "F", "F", "C", "F", "F", "S", "F", "F", "F", "F", "F", "O", "C", "N", "H", "H", "H", "H", "H", "H", "H", "H", "H", "H", "H", "H", "N", "C", "N", "O", "H", "H", "H", "H", "N", "C", "N", "O", "H", "H", "H", "H", "N", "C", "N", "O", "H", "H", "H", "H", "N", "C", "N", "O", "H", "H", "H", "H"],
  "coordinates": [[6.1500, 2.1672, -1.0479], [5.9866, 0.2720, -1.2135], [6.3646, -0.6552, 0.4125], [4.3407, -0.2688, -2.0163], [4.7083, -1.8315, -2.4854], [5.4643, -1.8919, -3.7462], [6.6899, -2.6973, -3.6281], [7.8357, -1.9317, -3.0096], [6.5003, -4.0343, -3.0081], [7.1418, -2.9686, -5.0440], [4.0665, 0.3963, -3.3278], [2.4815, -0.0948, -3.8291], [1.6507, 1.0059, -4.5870], [2.6126, -1.2512, -4.8630], [1.9208, -0.4849, -2.2353], [2.9377, -0.1882, -1.1721], [2.6115, 1.1881, -0.2882], [2.1217, 2.4033, -1.2913], [1.7835, 3.8174, -0.5367], [2.2832, 4.9947, -1.3420], [2.6501, 3.8316, 0.7025], [0.2478, 3.9873, -0.0034], [-0.0529, 3.2338, 1.2617], [0.1071, 5.4418, 0.3841], [-0.9142, 3.7329, -1.1800], [-0.2776, 4.0978, -2.4585], [-1.9751, 4.7603, -0.8541], [-1.6329, 2.2811, -1.0977], [-2.6344, 2.3650, 0.0318], [-0.7186, 1.1486, -0.6916], [-2.5646, 1.6902, -2.5912], [-4.0365, 1.6870, -1.6558], [-2.2665, 0.0558, -2.0523], [-1.1809, 1.5552, -3.5878], [-2.9879, 3.2471, -3.1436], [-3.4876, 1.0421, -3.8869], [2.9316, -1.3245, -0.2220], [1.5219, -1.7802, 0.0155], [0.2871, -1.7712, 0.4426], [5.3416, 2.6437, -0.3434], [6.1627, 2.6657, -2.1212], [7.2293, 2.3838, -0.5930], [5.3902, -1.0826, 0.9287], [7.0123, -1.6169, 0.1301], [6.9966, -0.0153, 1.1819], [5.2790, -2.3104, -1.5618], [3.7283, -2.4866, -2.6450], [3.5998, 1.4538, 0.3030], [1.7351, 0.9723, 0.4643], [1.2512, 2.0756, -2.0373], [3.0545, 2.6221, -2.0039], [-2.3740, 2.1067, 2.8966], [-2.9000, 1.4983, 3.9750], [-3.8099, 0.5486, 3.6924], [-2.5777, 1.7848, 5.1172], [-2.6267, 1.8846, 1.9485], [-1.6850, 2.8280, 3.0651], [-4.2303, 0.0660, 4.4758], [-4.0881, 0.2987, 2.7585], [-1.8474, -3.3936, 2.3838], [-3.1756, -3.2542, 2.5464], [-3.8139, -4.3782, 2.9188], [-3.7544, -2.1937, 2.3703], [-1.3531, -4.2584, 2.5241], [-1.3289, -2.5713, 2.1037], [-4.8148, -4.3167, 3.0522], [-3.3546, -5.2606, 3.0687], [-6.0443, 2.2638, 4.7433], [-7.2066, 2.3446, 4.0707], [-8.1108, 3.1780, 4.6160], [-7.4230, 1.7130, 3.0485], [-5.8476, 2.7758, 5.5865], [-5.3361, 1.6473, 4.3665], [-8.9994, 3.2681, 4.1409], [-7.9509, 3.7065, 5.4569], [-2.6938, -6.4847, -1.9301], [-2.6293, -6.2219, -0.6123], [-2.4808, -4.9198, -0.3089], [-2.6997, -7.0943, 0.2390], [-2.6376, -5.7801, -2.6458], [-2.8054, -7.4529, -2.2017], [-2.4279, -4.6787, 0.6722], [-2.4209, -4.1872, -0.9957]]
}

Record 2
{
  "formula": "C17H28IIrNO6",
  "method": "ωB97M-V/def2-TZVPD",
  "gap_ha": [0.2632, 0.2328],
  "lumo_energy_ha": [-0.58344, -0.61358],
  "spin_multiplicity": 2,
  "total_charge": 4,
  "homo_energy_ev": [-23.039, -23.031],
  "total_energy_ev": -42749.237,
  "s_squared": 0.757,
  "symbols": ["Ir", "C", "C", "O", "C", "C", "O", "C", "C", "O", "C", "C", "O", "C", "C", "O", "C", "C", "O", "H", "H", "H", "H", "H", "H", "H", "H", "H", "H", "H", "H", "H", "H", "H", "H", "H", "H", "H", "H", "H", "H", "H", "H", "I", "C", "C", "C", "C", "C", "N", "H", "H", "H", "H"],
  "coordinates": [[-0.1168, 0.1159, -0.4995], [-0.6537, -3.0253, 0.7285], [-1.1652, -2.7704, -0.6868], [-0.2657, -1.7942, -1.3599], [1.0039, -2.4464, -1.7390], [1.7580, -1.4108, -2.4925], [1.8118, -0.2372, -1.6373], [2.5938, 0.7838, -2.3461], [2.4798, 2.0471, -1.5735], [1.0595, 2.2414, -1.4060], [0.7720, 3.4529, -0.6744], [-0.5123, 3.1790, 0.0504], [-0.3824, 1.8477, 0.6736], [0.1655, 1.7916, 2.0436], [1.5779, 1.3060, 1.9887], [1.5958, 0.1558, 1.1108], [2.1230, -1.0713, 1.6839], [0.9564, -1.8756, 2.2032], [0.0123, -1.8177, 1.1154], [0.0505, -3.8591, 0.7466], [-1.4787, -3.2482, 1.4073], [-2.1670, -2.3562, -0.7310], [-1.1433, -3.6646, -1.3071], [0.7455, -3.3021, -2.3611], [1.5166, -2.7590, -0.8312], [1.2680, -1.1551, -3.4349], [2.7783, -1.7429, -2.6939], [2.1820, 0.8970, -3.3507], [3.6231, 0.4291, -2.4043], [2.8894, 2.8905, -2.1350], [2.9588, 1.9808, -0.5956], [0.6731, 4.2776, -1.3845], [1.5864, 3.6684, 0.0190], [-1.3682, 3.1125, -0.6163], [-0.7398, 3.8901, 0.8419], [-0.4762, 1.0933, 2.5780], [0.0550, 2.7815, 2.4848], [1.9115, 1.0372, 2.9928], [2.2718, 2.0448, 1.5888], [2.8630, -0.8253, 2.4441], [2.6182, -1.5881, 0.8639], [0.5069, -1.4462, 3.1006], [1.2387, -2.9085, 2.4095], [-1.6664, 0.7914, -2.4914], [-2.9171, 0.3092, -0.8587], [-4.2783, 0.3279, -0.7492], [-4.7933, 0.0028, 0.5113], [-3.9319, -0.3068, 1.5573], [-2.5637, -0.3019, 1.3476], [-2.0660, 0.0023, 0.1338], [-4.9226, 0.5786, -1.5836], [-5.8673, -0.0032, 0.6640], [-4.3188, -0.5560, 2.5377], [-1.8520, -0.5638, 2.1162]]
}

So what do the calculations give for M? Going down the list: 917.5; 661.5 g/mol.